--- 1 ---
Density functional theory data (wB97M-V/def2-TZVPD) for one molecule with the formula C5H9OP.

The calculation puts the HOMO energy at -8.29 eV. The SMILES is C#CP(C)CCO. The charge is 0. The value obtained for the lowest unoccupied orbital energy is 1.0 eV.

Last column: natural (NBO) charge in e.
Positions of all 16 atoms, in Å:
1 C 0.6742 2.6758 0.7346  -0.1835
2 C 1.2555 1.7799 0.2102  -0.3962
3 P 1.4120 0.1803 -0.4002  0.7560
4 C 0.5890 0.2677 -2.1662  -0.8543
5 C 0.0092 -0.8483 0.2843  -0.7236
6 C 0.2609 -1.1387 1.8167  -0.0600
7 O 1.6053 -1.6214 1.7314  -0.6951
8 H 0.6434 3.5747 1.3472  0.2379
9 H -0.4510 0.3016 -1.7391  0.2214
10 H 0.9054 0.9959 -2.8807  0.2346
11 H 0.9358 -0.6522 -2.4869  0.2125
12 H -0.9071 -0.2433 0.2620  0.2230
13 H -0.0416 -1.8874 -0.1304  0.2261
14 H 0.2809 -0.2652 2.3551  0.1763
15 H -0.5841 -1.6958 2.1145  0.1661
16 H 1.5934 -2.1361 0.8857  0.4587

***

--- 2 ---
Density functional theory data (wB97M-V/def2-TZVPD) for one molecule with the formula C5H9OP.

The calculation puts the HOMO energy at -8.97 eV. The SMILES is C[C@H]1C[C@]1(C)P=O. The charge is 0. The value obtained for the lowest unoccupied orbital energy is -0.1 eV.

Last column: natural (NBO) charge in e.
Positions of all 16 atoms, in Å:
1 C -1.5085 0.7222 -1.0031  -0.6344
2 C -0.2966 1.0486 -0.2131  -0.1598
3 C -0.1954 0.7401 1.2577  -0.4232
4 C 0.7106 -0.2066 0.4143  -0.4388
5 C 0.4579 -1.6553 0.2414  -0.6459
6 P 2.3725 0.4819 0.1559  1.3173
7 O 3.0990 -0.5259 -0.6151  -1.0123
8 H -2.3670 1.3753 -0.8164  0.2240
9 H -1.9885 -0.2126 -0.7125  0.2192
10 H -1.2660 0.8777 -1.9896  0.2208
11 H 0.3028 1.8638 -0.6438  0.2199
12 H 0.4833 1.3349 1.8952  0.2165
13 H -0.9082 0.2056 1.7513  0.2213
14 H -0.3889 -1.7784 -0.4663  0.2105
15 H 0.2889 -2.2921 1.1148  0.2206
16 H 1.2040 -1.9793 -0.3709  0.2442

***

--- 3 ---
Density functional theory data (wB97M-V/def2-TZVPD) for one molecule with the formula C5H9OP.

The calculation puts the HOMO energy at -8.95 eV. The SMILES is C[C@@]12CCCP1O2. The charge is 0. The value obtained for the lowest unoccupied orbital energy is 1.1 eV.

Last column: natural (NBO) charge in e.
Positions of all 16 atoms, in Å:
1 C 1.1170 -1.1792 1.4648  -0.6426
2 C 0.7771 -0.3016 0.3118  0.0206
3 C -0.5738 -0.7141 -0.4324  -0.4201
4 C -1.3796 0.6167 -0.4356  -0.4026
5 C -0.4077 1.6615 -0.9779  -0.6948
6 P 1.1973 1.4436 0.0848  0.9592
7 O 1.6782 0.1040 -0.7329  -0.7447
8 H 2.1260 -0.8227 1.8379  0.2145
9 H 1.3244 -2.1902 1.2739  0.2166
10 H 0.4562 -1.1833 2.2349  0.2220
11 H -0.9639 -1.5117 0.2365  0.2023
12 H -0.2940 -1.2161 -1.4239  0.2236
13 H -2.2896 0.2746 -0.9981  0.2061
14 H -1.7589 0.8633 0.5005  0.2015
15 H -0.2607 1.5246 -1.9976  0.2257
16 H -0.7480 2.6306 -0.9467  0.2129

***

Tell me which of them is the least stable. Sure, it is 1.

***

--- 1 ---
Density functional theory data (wB97M-V/def2-TZVPD) for a 2-piece molecular cluster, C4H5N3S2 overall.

The calculation puts the HOMO energy at -8.65 eV. The charge is 0. The value obtained for the lowest unoccupied orbital energy is -0.5 eV.

Last column: natural (NBO) charge in e.
Positions of all 14 atoms, in Å:
1 C 0.0158 3.0498 1.4253  0.0381
2 C -0.4049 -0.6590 -0.9317  0.2317
3 C -1.3743 -1.9606 0.8791  -0.0737
4 C 1.6151 1.2147 0.3498  -0.4509
5 N 0.0751 4.0011 2.0599  -0.2844
6 N -0.7073 -1.5414 -0.0616  -0.3919
7 N 0.0407 -1.0740 -2.1773  -0.8234
8 S 2.7536 2.3818 0.6288  0.0515
9 S -0.0767 1.4494 0.7617  0.3882
10 H 1.8968 0.3411 -0.0422  0.2023
11 H -2.4085 -2.1334 0.6801  0.1644
12 H -1.0335 -2.4551 1.8086  0.1845
13 H -0.2437 -0.5055 -2.9924  0.4037
14 H -0.1482 -2.1091 -2.3884  0.3599

***

--- 2 ---
Density functional theory data (wB97M-V/def2-TZVPD) for one molecule with the formula C4H5N3S2.

The calculation puts the HOMO energy (alpha / beta) at -8.47 / -8.29 eV. The charge is 0. The value obtained for the lowest unoccupied orbital energy (alpha / beta) is -1.4 / -1.7 eV.

Last column: natural (NBO) charge in e.
Positions of all 14 atoms, in Å:
1 C 2.0027 1.0278 0.3988  -0.3195
2 C 0.6369 0.9390 0.2097  -0.0624
3 C 2.5140 -0.2368 0.0544  0.1802
4 C -0.9357 -1.0754 -0.0314  -0.4142
5 N 1.4604 -1.0928 -0.2233  -0.1862
6 N 0.3349 -0.4173 -0.1321  -0.1384
7 N 3.7414 -0.7122 -0.1776  -0.5299
8 S 7.0225 -0.0588 -0.2385  -0.2239
9 S 5.0930 0.2100 0.3014  0.5316
10 H 2.4765 2.0918 0.5957  0.2557
11 H -0.1367 1.7064 0.4563  0.2278
12 H -1.0929 -1.2195 1.0271  0.2120
13 H -1.7844 -0.4514 -0.4937  0.2235
14 H -0.7704 -2.0840 -0.4697  0.2436

***

Tell me which of them is the least stable. Sure, it is 1.

***

--- 1 ---
Density functional theory data (wB97M-V/def2-TZVPD) for one molecule with the formula C9H9NO.

The calculation puts the HOMO energy at -9.22 eV. The SMILES is O=C1Cc2ccccc2CN1. The charge is 0. The value obtained for the lowest unoccupied orbital energy is 0.8 eV.

Last column: natural (NBO) charge in e.
Positions of all 20 atoms, in Å:
1 O 3.3435 -0.7925 -0.7356  -0.6307
2 C 2.2761 -0.4425 -0.1999  0.6986
3 C 1.2489 -1.2869 0.6471  -0.5367
4 C -0.0811 -0.7359 0.2944  0.0052
5 C -1.1965 -1.5716 0.0036  -0.2318
6 C -2.4166 -0.9671 -0.2572  -0.1729
7 C -2.6920 0.4059 -0.3908  -0.2346
8 C -1.5575 1.1268 -0.1138  -0.1805
9 C -0.3022 0.6948 0.2783  -0.0391
10 C 0.9548 1.6939 0.2759  -0.2259
11 N 2.0859 0.9418 -0.1630  -0.6453
12 H 1.4441 -1.1115 1.6906  0.2481
13 H 1.6165 -2.3124 0.2153  0.2575
14 H -1.0903 -2.6335 -0.0069  0.2204
15 H -3.1667 -1.7520 -0.7227  0.2026
16 H -3.6141 0.6763 -0.7748  0.2279
17 H -1.6356 2.1900 -0.1444  0.1991
18 H 0.9557 2.2141 1.2461  0.2031
19 H 0.8624 2.4139 -0.5923  0.2147
20 H 2.9646 1.2485 -0.5499  0.4202

***

--- 2 ---
Density functional theory data (wB97M-V/def2-TZVPD) for C9H9NO as an isolated structure.

The calculation puts the HOMO energy at -7.76 eV. The charge is 0. The value obtained for the lowest unoccupied orbital energy is 0.7 eV.

Last column: natural (NBO) charge in e.
Positions of all 20 atoms, in Å:
1 C -0.0479 -0.4938 1.2035  -0.3978
2 C -0.6406 -0.9965 -0.0836  -0.1937
3 C 0.4256 0.9133 0.7089  -0.2068
4 C -0.5758 1.5856 -2.7165  -0.1260
5 C -0.0115 2.1611 -1.6463  -0.2232
6 C -0.6406 -0.0307 -1.0279  -0.0335
7 C 0.5913 -1.8269 2.4501  0.7749
8 C -1.0556 0.1791 -2.4535  -0.4762
9 C -0.0309 1.2227 -0.5675  -0.0887
10 N 1.7308 -1.4449 3.0010  -0.8280
11 O -0.0989 -2.7778 2.6137  -0.5727
12 H -0.8750 -0.2550 1.8828  0.2501
13 H -1.0178 -1.9945 -0.1887  0.2168
14 H 0.9241 1.5906 1.3858  0.1933
15 H -0.6884 2.0454 -3.6850  0.2083
16 H 0.4102 3.1492 -1.5895  0.2214
17 H -2.1378 0.1053 -2.5956  0.2316
18 H -0.5882 -0.5349 -3.1373  0.2316
19 H 2.1677 -0.5834 2.7274  0.4157
20 H 2.1595 -2.0137 3.7181  0.4030

***

Tell me which of them is the least stable. Sure, it is 2.

***

--- 1 ---
Density functional theory data (wB97M-V/def2-TZVPD) for one molecule with the formula C3H2N2OS.

The calculation puts the HOMO energy at -8.86 eV. The charge is 0. The value obtained for the lowest unoccupied orbital energy is -1.2 eV.

Last column: natural (NBO) charge in e.
Positions of all 9 atoms, in Å:
1 C 0.2092 0.8833 0.0447  -0.6069
2 C 0.7778 -0.4952 0.1322  0.1757
3 C 1.3522 1.5764 0.1442  0.4995
4 N 2.4990 1.6383 0.0641  -0.5764
5 N 1.9271 -1.0291 0.0439  -0.7181
6 O 4.3815 -0.4253 0.4766  -0.8399
7 S 3.2596 -0.0903 -0.3484  1.5687
8 H -0.8723 1.0875 -0.2387  0.2887
9 H -0.0373 -1.1849 0.0658  0.2087

***

--- 2 ---
Density functional theory data (wB97M-V/def2-TZVPD) for one molecule with the formula C3H2N2OS.

The calculation puts the HOMO energy at -10.11 eV. The SMILES is C=NSC(=O)C#N. The charge is 0. The value obtained for the lowest unoccupied orbital energy is -0.8 eV.

Last column: natural (NBO) charge in e.
Positions of all 9 atoms, in Å:
1 C -3.0035 0.0086 0.0390  -0.0318
2 N -1.7402 0.2298 0.1946  -0.5839
3 S -0.4797 -0.7935 -0.0921  0.5117
4 C 0.7780 0.4370 -0.0272  0.2634
5 O 0.6260 1.6562 -0.1133  -0.4470
6 C 2.1177 -0.1596 0.0298  0.1544
7 N 3.2250 -0.5219 0.1178  -0.2180
8 H -3.2678 -0.9516 -0.3504  0.1497
9 H -3.8117 0.7268 0.2946  0.2016

***

Tell me which of them is the least stable. Sure, it is 1.